No. 1
The molecule C6H10 in a non-equilibrium geometry. Source: the OMol25 dataset; level of theory: ωB97M-V/def2-TZVPD.

Output
SMILES = C=C1CCCC1
energy above the lowest of the compared OMol25 structures with the same formula, charge and spin = 31.3 kcal per mole
HOMO level = -9.07 eV

```
! wB97M-V def2-TZVPD RIJCOSX def2/J DEFGRID3
* xyz 0 1
C 0.395 -0.409 1.162
C 0.298 -0.468 -1.172
C -1.057 -0.037 0.794
C -0.528 0.608 -0.473
C -0.380 1.926 -0.608
C 0.790 -1.351 0.010
H -0.961 2.615 0.000
H 0.361 2.345 -1.284
H -0.353 -0.995 -1.876
H 0.788 0.645 0.864
H 0.271 -2.326 0.029
H 1.140 -0.050 -1.731
H -1.491 0.662 1.512
H 1.862 -1.576 -0.026
H -1.757 -0.867 0.614
H 0.621 -0.724 2.186
*
```

The natural (NBO) scheme yields these atomic charges, measured in e: atom 1 (C): -0.409, atom 2 (C): -0.452, atom 3 (C): -0.446, atom 4 (C): 0.052, atom 5 (C): -0.446, atom 6 (C): -0.405, atom 7 (H): 0.199, atom 8 (H): 0.197, atom 9 (H): 0.219, atom 10 (H): 0.231, atom 11 (H): 0.200, atom 12 (H): 0.214, atom 13 (H): 0.215, atom 14 (H): 0.210, atom 15 (H): 0.207, atom 16 (H): 0.214

No. 2
A cluster of 17 separate species, C92H216N10O21 in total in a non-equilibrium geometry. Source: the OMol25 dataset; level of theory: ωB97M-V/def2-TZVPD.

Output
HOMO level = -7.91 eV

```
! wB97M-V def2-TZVPD RIJCOSX def2/J DEFGRID3
* xyz 0 1
O -3.005 1.791 6.506
O 6.010 1.364 -2.043
O -0.878 1.471 1.325
O 1.988 -0.037 -5.848
O -1.739 4.191 6.351
O 9.192 7.489 0.935
O -0.240 -9.295 2.417
O -3.259 5.415 -0.916
O 4.321 -1.912 1.224
O -5.391 -4.131 1.594
O 3.704 4.231 2.076
O -2.797 -5.588 6.017
O -0.983 0.546 -6.295
O -4.863 -1.944 3.657
O 1.637 -7.144 -5.280
O 7.370 -4.009 -2.381
O -5.017 0.435 -1.812
O 2.473 1.722 7.302
O 4.094 7.203 -1.690
O -3.034 2.791 -7.177
O 2.827 -3.373 6.831
N 5.991 0.337 0.944
N 0.069 0.661 0.729
N 6.899 5.685 0.979
N -3.427 2.362 -0.225
N -3.631 3.361 -6.110
N 3.368 6.200 -2.252
N -2.375 -1.917 5.972
N -0.092 -7.939 2.406
N 1.059 -6.434 -4.193
N -5.849 -1.021 3.966
C 3.188 4.455 -3.922
C -3.442 5.855 -6.858
C -3.864 1.180 -2.321
C 2.469 -8.028 1.912
C -6.608 -2.432 5.741
C -4.162 -4.515 -0.572
C -1.508 4.622 -5.674
C 1.512 -1.125 -1.000
C 0.840 1.309 -0.400
C 6.714 1.607 -3.247
C -5.211 -0.825 -2.441
C -5.461 1.537 -6.204
C -3.124 4.704 -5.828
C 2.920 0.513 -5.026
C 5.934 -4.019 -2.209
C -6.894 1.243 3.775
C 1.470 7.766 -2.919
C 0.908 -1.639 0.229
C 4.011 5.695 -3.563
C -1.337 4.498 5.009
C -6.226 -0.051 1.718
C -0.141 1.830 -1.450
C -8.244 0.672 4.165
C -5.102 3.063 -6.157
C 1.578 -8.017 4.226
C -0.840 -7.329 1.286
C -2.085 -4.336 5.896
C 5.432 5.072 -3.317
C 1.835 0.346 -1.022
C 2.744 -4.597 -4.453
C 5.506 -2.641 -1.673
C -3.566 3.537 0.584
C 4.916 -1.304 2.319
C -0.466 3.298 4.484
C -3.679 5.039 -4.397
C -3.141 1.908 7.918
C 0.770 -5.303 1.777
C -0.323 -0.777 0.737
C -7.786 -2.554 3.461
C -5.870 0.186 3.149
C -2.594 4.663 0.101
C 5.473 5.463 1.030
C 9.133 8.885 0.718
C 2.042 -5.574 -3.514
C 0.201 -4.120 -2.713
C -7.038 -1.675 4.470
C -1.737 -0.832 -4.526
C -2.336 0.597 6.158
C 2.035 0.809 6.343
C 3.091 -6.566 -2.963
C 5.706 1.671 0.405
C 4.096 -3.308 1.371
C -0.778 -5.162 -3.226
C -0.294 -7.805 -0.105
C 1.694 -3.909 6.145
C -5.975 3.743 -7.224
C 7.374 6.327 -0.226
C 1.194 -2.862 5.172
C -0.340 -6.072 -4.430
C -2.303 -7.748 1.325
C 1.179 5.193 -2.753
C -5.230 4.848 -4.215
C 5.064 4.757 2.301
C 1.898 6.457 -2.196
C 1.530 6.491 -0.675
C -2.268 -6.690 5.281
C -3.050 -3.149 6.309
C 4.102 6.762 -4.606
C 3.309 -0.017 5.856
C -0.564 -1.208 2.276
C -0.493 -5.208 -5.703
C 1.459 -4.804 -2.319
C 3.526 -0.519 -4.092
C -2.490 6.525 -1.440
C 1.324 -5.942 3.037
C 1.707 4.651 -4.022
C -1.248 -0.777 -5.941
C -0.686 -5.781 1.407
C -4.502 0.947 3.221
C 1.697 2.392 0.235
C 1.264 -7.504 2.842
C -3.642 2.568 -1.640
C 5.068 0.179 2.049
C -3.046 -0.735 6.627
C -4.978 -3.554 0.353
C -1.185 -7.340 -4.385
C 8.868 6.591 -0.091
C 3.241 3.704 3.269
C -5.678 3.454 -4.740
C 6.571 1.948 -0.845
C -8.018 -0.545 5.018
C -1.536 -1.118 -0.088
H 2.170 -4.110 -1.872
H 0.620 -7.294 -0.408
H -1.207 -6.763 5.519
H 1.314 4.323 -2.110
H -2.651 6.600 -6.768
H 2.449 1.225 8.124
H -2.218 4.636 4.383
H 2.267 1.923 1.036
H 0.955 -4.055 6.933
H 6.632 3.030 -0.961
H -1.059 4.368 -6.634
H 1.922 8.728 -2.675
H 5.483 -4.227 -3.179
H 1.262 0.185 6.792
H 5.859 -2.347 -0.684
H 4.219 -0.116 -3.353
H -1.392 -4.404 6.735
H -4.602 1.934 2.769
H -2.404 2.174 -6.797
H 3.742 2.760 3.478
H -0.681 -9.485 3.248
H 0.703 -5.573 3.853
H 1.150 3.181 0.751
H 5.707 4.501 -4.204
H 7.747 1.284 -3.117
H -3.424 5.398 -7.847
H 8.137 9.148 0.361
H 2.052 -8.902 1.411
H 7.172 5.708 -1.100
H 2.650 -7.123 -2.137
H 0.435 2.368 -2.203
H 5.041 -3.850 1.399
H -2.214 -7.089 -4.642
H -4.129 -1.871 4.271
H 5.920 2.443 1.144
H -1.072 5.567 -5.350
H -3.832 1.370 -3.394
H 1.988 5.683 -0.106
H 0.787 -1.967 5.643
H -4.546 3.136 -1.861
H -2.384 -8.802 1.059
H -2.716 -0.400 -4.317
H -1.079 -7.864 -3.435
H -0.271 -3.571 -1.898
H -0.143 3.569 3.479
H 1.516 5.331 -4.852
H -2.421 7.301 -0.678
H 0.387 -0.922 2.725
H 0.704 -1.340 -1.700
H -3.946 1.226 8.191
H -4.359 6.419 -6.687
H -5.930 4.831 -7.171
H -6.967 2.099 3.105
H -0.903 -8.081 -5.133
H -4.735 1.075 -5.535
H -1.873 -1.865 -4.205
H 3.254 3.598 -3.252
H 3.379 -3.639 2.122
H -2.090 0.617 5.096
H -4.581 3.935 0.572
H 9.209 9.368 1.692
H 6.115 5.894 -3.102
H 2.420 -0.359 -6.643
H -4.311 -2.735 0.623
H -2.240 3.373 6.369
H -0.938 2.448 -1.038
H -2.441 5.329 0.950
H 0.086 -8.825 -0.073
H 0.455 8.012 -2.606
H 4.698 1.698 -0.010
H -1.527 -4.871 -5.775
H -2.724 -7.667 5.442
H 4.128 -1.339 3.072
H 5.207 0.756 2.963
H -0.728 -2.266 2.483
H -8.832 0.516 3.261
H 3.389 -8.431 2.336
H -3.502 2.923 8.079
H -2.293 -6.442 4.220
H -1.111 2.440 4.297
H -3.136 -4.661 -0.233
H -7.325 -3.529 3.305
H -2.908 7.023 -2.315
H -4.174 1.204 4.229
H -7.477 -2.786 6.294
H -4.286 -1.379 -2.599
H 3.308 4.401 4.105
H 7.201 6.344 1.682
H -6.076 -1.718 6.370
H 3.140 7.254 -4.751
H 6.898 7.302 -0.331
H -6.444 1.488 4.737
H 6.686 2.680 -3.437
H 1.401 -5.450 0.901
H 0.823 -7.715 4.951
H 2.138 -3.780 -4.844
H -1.026 -7.741 -0.910
H 7.568 1.547 -0.660
H 5.339 4.304 -2.549
H 3.540 4.166 -4.913
H 1.198 3.747 -4.357
H 9.893 9.234 0.018
H 0.615 -2.684 0.118
H 2.413 1.282 -4.442
H 2.485 -7.597 4.660
H 0.859 -4.217 1.822
H 2.838 0.469 -0.613
H 4.640 7.623 -4.210
H 5.857 -1.845 -2.331
H -1.046 -0.368 -3.822
H 9.250 7.034 -1.011
H 4.418 -2.587 -1.698
H 0.459 6.435 -0.481
H 1.643 -1.639 1.034
H -3.626 6.127 -4.359
H 0.351 2.916 5.096
H -5.684 3.449 -8.232
H -8.825 1.388 4.746
H -5.889 -3.210 5.482
H -6.471 1.276 -5.890
H -3.016 0.547 -2.060
H 5.760 3.936 2.473
H -8.776 -2.838 3.818
H -1.378 -5.324 2.114
H 1.163 -5.591 -1.626
H 9.365 5.637 0.086
H -1.322 -0.604 2.775
H 3.974 -6.031 -2.614
H 2.348 -5.591 3.166
H -4.116 -4.217 -1.620
H -1.066 -5.816 -2.404
H -3.651 0.516 2.694
H -1.608 -4.048 4.959
H -5.548 2.643 -4.025
H 5.798 -0.421 0.305
H 5.214 5.338 3.211
H -5.788 0.654 1.012
H 7.667 -3.210 -2.822
H -1.386 0.755 6.670
H -0.277 -1.257 -6.067
H -0.942 -5.224 0.505
H 1.634 -9.106 4.215
H -6.764 3.537 -4.761
H -1.733 -2.187 -0.008
H 1.791 0.622 -2.075
H -5.492 -0.689 -3.485
H 0.122 -4.318 -5.574
H -2.328 -0.467 0.284
H -0.782 5.423 5.160
H 6.279 1.119 -4.119
H -5.271 1.172 -7.214
H -6.991 3.367 -7.106
H 1.567 1.267 5.472
H 3.672 -4.180 -4.062
H -3.142 4.672 -3.522
H -1.456 1.678 0.587
H 2.933 -5.144 -5.376
H 4.470 6.771 -0.920
H 2.659 -7.192 1.239
H 0.319 -3.337 4.728
H 5.256 4.936 0.101
H 2.483 2.910 -0.315
H 5.027 6.458 1.039
H 3.785 -0.500 6.710
H 3.496 -7.320 -3.638
H -5.730 5.641 -4.771
H -2.195 1.707 8.423
H 4.442 6.478 -5.602
H -3.100 -0.827 7.712
H -6.004 -1.046 1.331
H -0.057 0.713 -6.109
H 2.321 -1.762 -1.356
H 3.629 -3.661 0.452
H -1.647 4.317 -0.314
H -0.218 -5.784 -6.587
H -2.902 3.058 -2.271
H 3.751 0.890 -5.622
H 1.885 7.423 -0.233
H -8.987 -1.030 5.130
H -1.409 -1.945 6.265
H -1.931 -1.390 -6.529
H 5.854 -1.715 2.692
H -7.710 -0.183 6.000
H 0.385 -3.362 -3.474
H -1.666 -4.568 -3.441
H 2.592 -2.833 7.589
H 1.917 -4.820 5.590
H 1.912 -7.977 -4.889
H -2.915 -7.195 0.613
H -5.567 4.933 -3.181
H -1.493 6.185 -1.720
H 5.634 -4.844 -1.562
H -5.421 -3.434 2.254
H 1.945 -2.573 4.436
H -3.257 -3.090 7.377
H 0.099 5.284 -2.872
H -3.939 -3.192 5.681
H -0.579 0.949 -1.920
H -3.203 3.438 1.607
H 4.147 -1.198 -4.677
H 1.284 7.610 -3.982
H 3.018 -0.814 5.172
H -4.069 -0.787 6.254
H -2.734 -7.520 2.300
H -7.960 -2.010 2.533
H 2.754 -1.059 -3.544
H -1.500 -0.931 -1.161
H 4.048 0.461 1.789
H -4.568 -5.526 -0.544
H -5.818 -3.125 -0.195
H -1.114 3.901 -4.958
H 2.242 3.287 3.137
H -4.151 1.670 -0.093
H -5.993 -1.379 -1.921
H 4.001 0.584 5.268
H -7.307 0.026 1.594
*
```

Löwdin atomic charge list, values in e, 99 entries: atom 1 (O): -0.247, atom 2 (O): -0.218, atom 3 (O): -0.020, atom 4 (O): -0.058, atom 5 (O): -0.110, atom 6 (O): -0.201, atom 7 (O): -0.006, atom 8 (O): -0.218, atom 9 (O): -0.208, atom 10 (O): -0.085, atom 11 (O): -0.185, atom 12 (O): -0.191, atom 13 (O): -0.067, atom 14 (O): -0.008, atom 15 (O): -0.013, atom 16 (O): -0.086, atom 17 (O): -0.192, atom 18 (O): -0.068, atom 19 (O): -0.019, atom 20 (O): -0.014, atom 21 (O): -0.085, atom 22 (N): -0.016, atom 23 (N): -0.100, atom 24 (N): -0.063, atom 25 (N): -0.044, atom 26 (N): -0.129, atom 27 (N): -0.115, atom 28 (N): -0.078, atom 29 (N): -0.120, atom 30 (N): -0.101, atom 31 (N): -0.114, atom 32 (C): -0.158, atom 33 (C): -0.022, atom 34 (C): -0.175, atom 35 (C): 0.003, atom 36 (C): -0.025, atom 37 (C): -0.064, atom 38 (C): -0.021, atom 39 (C): -0.198, atom 40 (C): -0.453, atom 41 (C): -0.100, atom 42 (C): -0.097, atom 43 (C): -0.035, atom 44 (C): -0.423, atom 45 (C): -0.338, atom 46 (C): -0.273, atom 47 (C): -0.116, atom 48 (C): -0.021, atom 49 (C): -0.146, atom 50 (C): -0.454, atom 51 (C): -0.251, atom 52 (C): -0.023, atom 53 (C): 0.003, atom 54 (C): -0.202, atom 55 (C): -0.450, atom 56 (C): -0.065, atom 57 (C): -0.464, atom 58 (C): -0.162, atom 59 (C): -0.030, atom 60 (C): -0.105, atom 61 (C): -0.021, atom 62 (C): -0.070, atom 63 (C): -0.178, atom 64 (C): -0.235, atom 65 (C): -0.060, atom 66 (C): -0.123, atom 67 (C): -0.077, atom 68 (C): -0.184, atom 69 (C): -0.423, atom 70 (C): -0.010, atom 71 (C): -0.455, atom 72 (C): -0.184, atom 73 (C): -0.212, atom 74 (C): -0.093, atom 75 (C): -0.482, atom 76 (C): -0.195, atom 77 (C): -0.477, atom 78 (C): -0.073, atom 79 (C): -0.195, atom 80 (C): -0.307, atom 81 (C): -0.012, atom 82 (C): -0.176, atom 83 (C): -0.088, atom 84 (C): -0.120, atom 85 (C): -0.020, atom 86 (C): -0.281, atom 87 (C): -0.036, atom 88 (C): -0.216, atom 89 (C): -0.092, atom 90 (C): -0.487, atom 91 (C): -0.026, atom 92 (C): -0.146, atom 93 (C): -0.143, atom 94 (C): -0.176, atom 95 (C): -0.429, atom 96 (C): -0.018, atom 97 (C): -0.088, atom 98 (C): -0.186, atom 99 (C): -0.031

No. 3
A cluster of 2 separate species, C3H5Cl in total in a non-equilibrium geometry. Source: the OMol25 dataset; level of theory: ωB97M-V/def2-TZVPD.

Output
energy above the lowest of the compared OMol25 structures with the same formula, charge and spin = 117.2 kcal per mole
HOMO level (alpha / beta) = -8.33 / -9.73 eV

```
! wB97M-V def2-TZVPD RIJCOSX def2/J DEFGRID3
* xyz 0 1
Cl 0.213 0.719 -2.602
C 0.010 -0.811 -0.257
C 0.814 0.422 0.124
C -0.127 0.449 -0.973
H 0.365 -1.619 -0.834
H 1.754 0.742 -0.173
H 0.475 0.732 1.182
H -2.138 1.451 -0.750
H -0.626 -0.981 0.531
*
```

The natural (NBO) scheme yields these atomic charges, measured in e: atom 1 (Cl): 0.052, atom 2 (C): -0.453, atom 3 (C): -0.468, atom 4 (C): -0.016, atom 5 (H): 0.222, atom 6 (H): 0.229, atom 7 (H): 0.239, atom 8 (H): -0.037, atom 9 (H): 0.232

No. 4
The ion C5H14N2 with charge +1 in a non-equilibrium geometry. Source: the OMol25 dataset; level of theory: ωB97M-V/def2-TZVPD.

Output
energy above the lowest of the compared OMol25 structures with the same formula, charge and spin = 71.6 kcal per mole
HOMO level (alpha / beta) = -12.75 / -12.61 eV

```
! wB97M-V def2-TZVPD RIJCOSX def2/J DEFGRID3
* xyz 1 2
N 1.095 1.930 1.660
N -0.371 -0.697 -0.849
C 0.109 -1.466 -1.999
C 0.283 0.903 1.077
C 0.372 -0.669 1.672
C -1.836 -0.364 -1.112
C 0.420 0.572 -0.446
H 0.085 -1.144 -3.074
H -0.563 -2.378 -2.005
H -2.021 0.403 -1.890
H -2.342 -1.411 -1.384
H -2.343 -0.118 -0.141
H -0.470 -1.299 1.382
H -0.658 1.001 1.646
H -0.061 1.228 -1.185
H 1.164 -1.811 -1.750
H 1.467 -0.932 1.540
H 1.490 0.280 -0.678
H 2.049 1.944 1.377
H 0.101 -0.404 2.716
H 0.945 2.165 2.616
*
```

The natural (NBO) scheme yields these atomic charges, measured in e: atom 1 (N): -0.815, atom 2 (N): 0.018, atom 3 (C): -0.504, atom 4 (C): -0.060, atom 5 (C): -0.643, atom 6 (C): -0.492, atom 7 (C): -0.240, atom 8 (H): 0.294, atom 9 (H): 0.256, atom 10 (H): 0.266, atom 11 (H): 0.247, atom 12 (H): 0.253, atom 13 (H): 0.221, atom 14 (H): 0.225, atom 15 (H): 0.258, atom 16 (H): 0.248, atom 17 (H): 0.226, atom 18 (H): 0.237, atom 19 (H): 0.376, atom 20 (H): 0.226, atom 21 (H): 0.402

No. 5
A cluster of 2 separate species, H6NP3 in total in a non-equilibrium geometry. Source: the OMol25 dataset; level of theory: ωB97M-V/def2-TZVPD.

Output
energy above the lowest of the compared OMol25 structures with the same formula, charge and spin = 79.7 kcal per mole
HOMO level (alpha / beta) = -8.77 / -8.13 eV

```
! wB97M-V def2-TZVPD RIJCOSX def2/J DEFGRID3
* xyz 0 1
P -1.108 -1.781 0.066
P 2.178 -0.184 0.451
P -1.287 1.166 -0.027
N -0.597 -0.244 0.391
H -0.291 1.499 -1.049
H -0.733 2.116 0.861
H 1.517 0.765 1.431
H -0.041 -2.334 -0.617
H -1.943 -1.915 -1.147
H 2.304 0.913 -0.359
*
```

The natural (NBO) scheme yields these atomic charges, measured in e: atom 1 (P): 0.660, atom 2 (P): 0.145, atom 3 (P): 0.602, atom 4 (N): -1.135, atom 5 (H): -0.024, atom 6 (H): -0.060, atom 7 (H): -0.026, atom 8 (H): -0.025, atom 9 (H): -0.072, atom 10 (H): -0.065